# 1
28
Properties=species:S:1:pos:R:3:forces:R:3:lowdin_charge:R:1 method="wB97M-V/def2-TZVPD" smiles=COc1cnc(SCc2ccc(Cl)cc2)nc1Cl lumo_energy_ev=0.42
C 0.82406 -3.72377 -5.26211 0.082 -0.005 -0.232 -0.07
O 0.33050 -3.73570 -3.94054 -0.096 0.051 0.330 -0.11
C 0.55605 -2.65048 -3.17120 0.000 0.212 0.256 -0.28
C 1.23402 -1.48600 -3.53748 -0.232 -0.580 -0.130 -0.06
N 1.40735 -0.47293 -2.70910 0.162 0.522 0.251 0.06
C 0.91087 -0.58736 -1.48871 -0.133 -0.494 -0.126 -0.69
S 1.15783 0.76611 -0.42804 -0.112 0.429 0.541 0.99
C 0.34000 0.14614 1.10827 0.280 0.005 -0.561 -0.40
C -0.10295 1.30006 1.94302 0.054 0.129 0.055 -0.32
C 0.69208 1.77429 2.97966 -0.124 -0.044 -0.125 -0.04
C 0.28743 2.85012 3.74818 -0.095 0.138 0.054 -0.10
C -0.92423 3.46308 3.47298 0.127 -0.208 -0.123 -0.68
Cl -1.43863 4.80668 4.43002 -0.070 0.180 0.128 0.67
C -1.72846 3.01110 2.43852 0.001 0.051 0.054 -0.10
C -1.31227 1.93407 1.67933 0.098 -0.014 0.080 -0.04
N 0.24645 -1.64644 -1.02878 0.004 -0.166 -0.110 0.05
C 0.07264 -2.65180 -1.85040 0.275 0.231 -0.474 -0.65
Cl -0.78388 -4.00952 -1.25567 -0.153 -0.296 0.041 0.75
H 0.53513 -4.68274 -5.68770 0.051 0.095 -0.021 0.10
H 0.37702 -2.91495 -5.84764 0.016 -0.019 0.021 0.10
H 1.91384 -3.62985 -5.28009 -0.030 0.003 0.003 0.10
H 1.65578 -1.35011 -4.52300 -0.018 -0.149 -0.145 0.12
H -0.49360 -0.46575 0.76991 0.063 0.007 0.171 0.07
H 1.06956 -0.47395 1.62636 -0.144 -0.074 0.049 0.08
H 1.63768 1.29729 3.18928 0.110 -0.071 0.029 0.12
H 0.90584 3.21315 4.55387 0.031 0.053 0.079 0.10
H -2.66849 3.49837 2.23295 -0.080 0.058 0.006 0.11
H -1.93417 1.58035 0.87064 -0.068 -0.044 -0.102 0.12


# 2
70
Properties=species:S:1:pos:R:3:forces:R:3:lowdin_spin:R:1 method="wB97M-V/def2-TZVPD" spin_multiplicity=4 lumo_energy_ev="-2.65 / -2.65" s_squared=3.7975
Cr 0.62096 0.37810 0.33811 0.369 0.440 -0.980 2.91
Cl -4.59274 0.53411 5.46878 0.371 0.220 -0.500 0.00
C -3.46803 0.78159 4.14386 -0.115 1.121 0.017 0.00
C -3.57145 1.92999 3.29396 -0.768 -0.235 -0.170 0.00
C -2.70399 2.11811 2.24785 0.545 -1.917 0.770 0.00
Cl -2.92073 3.27424 1.07128 -0.338 1.548 -0.870 0.00
C -1.62365 1.19314 1.99887 0.244 0.539 0.305 0.01
O -0.71226 1.50223 1.13294 -0.641 -0.362 -0.017 0.02
C -1.59986 0.04083 2.80338 0.204 -0.279 0.726 0.00
C -0.65741 -1.02168 2.62738 -0.005 1.003 -0.559 0.01
O 0.20856 -1.03276 1.74157 0.073 -0.544 0.235 0.02
C -2.45985 -0.08963 3.91728 -0.208 -0.781 -0.244 0.00
H -4.42028 2.62737 3.34521 0.429 -0.417 0.345 0.00
H -0.70139 -1.86855 3.30234 -0.054 -0.314 0.284 0.00
H -2.31509 -0.97451 4.52276 -0.231 0.016 0.183 0.00
O 3.98700 -3.44185 -2.94566 0.324 -0.615 0.098 0.00
C 4.52903 -3.13589 -1.76098 1.170 0.109 -0.035 0.00
O 5.54983 -3.66382 -1.39465 -0.816 0.211 -0.030 0.00
C 3.86399 -2.05188 -0.99943 -0.244 -0.164 -0.341 0.00
C 4.46460 -1.12713 -0.15727 -0.187 -0.589 -0.161 0.01
Cl 6.09834 -1.01792 0.21580 0.144 0.331 0.186 0.00
N 3.49706 -0.37474 0.38407 1.504 0.540 0.281 0.00
N 2.29531 -0.74455 -0.04689 -0.274 -0.923 -1.331 0.00
C 2.50132 -1.74835 -0.93278 -0.320 1.202 1.485 0.01
C 0.96009 -1.91495 -2.85294 -0.347 0.069 1.097 0.00
O 1.37543 -1.76707 -3.95823 -0.009 -0.146 0.305 0.00
O -0.13317 -0.43771 -1.18929 -0.311 -0.238 -0.343 0.04
C 3.62712 0.81362 1.16299 -0.198 0.702 1.276 0.00
C 4.27777 1.96212 0.72337 0.008 -0.453 -2.354 0.00
C 4.22277 3.10797 1.49996 0.503 0.587 0.101 0.00
C 3.52865 3.18675 2.71588 0.197 -1.394 -1.113 0.00
C 2.90935 2.02620 3.15251 0.102 -0.010 0.367 0.00
C 2.99851 0.85718 2.41327 0.126 0.508 -0.674 0.00
H 3.32940 -2.81146 -3.23071 -0.582 0.444 -0.250 0.00
H 4.66205 2.01174 -0.37604 -0.452 -0.113 2.290 0.00
H 4.77384 3.95438 1.09742 -0.335 0.117 0.215 0.00
H 3.43395 4.07143 3.28840 0.170 0.837 0.290 0.00
H 2.38987 1.97430 4.11299 0.122 0.189 -0.345 0.00
H 2.53585 0.01075 2.83049 -0.455 -1.258 0.212 0.00
F -2.90429 -4.43172 -0.04250 -0.718 0.388 -0.472 0.00
C -3.33670 -3.45838 -0.86307 1.306 -0.261 0.442 0.00
C -4.62914 -3.15429 -0.96021 -1.792 -0.390 0.380 0.00
F -5.49241 -3.91853 -0.21744 0.728 1.046 -0.970 0.00
C -5.16893 -1.99787 -1.74589 3.363 -0.377 0.597 0.00
C -4.07710 -1.24199 -2.43679 -1.883 -1.272 0.875 0.00
C -2.82664 -1.63546 -2.39053 2.144 -0.819 -0.172 0.00
F -1.92002 -1.11866 -3.21783 -0.311 0.430 -0.032 0.00
C -2.27895 -2.67707 -1.50132 -2.292 1.187 -0.520 0.00
C -0.99799 -2.66928 -1.17312 0.982 0.007 -0.502 0.00
C 0.06649 -1.66952 -1.64788 -0.676 0.210 -0.117 0.01
N 1.41007 -2.29087 -1.58001 0.756 -0.266 -0.979 0.00
C -0.47044 -3.56431 -0.23242 0.540 -0.480 0.758 0.00
N 0.11268 -4.15851 0.55661 0.065 -0.321 0.261 0.00
F -4.45615 -0.27774 -3.22256 -0.143 0.919 -0.817 0.00
C -6.42236 -1.57631 -1.77619 -1.656 0.021 -0.001 0.00
C -7.50268 -2.34429 -1.24182 -0.108 -0.433 0.200 0.00
N -8.38036 -2.98954 -0.88217 -0.131 0.056 0.082 0.00
C -6.88730 -0.36593 -2.38176 -0.090 0.933 -0.441 0.00
N -7.31911 0.61246 -2.81466 0.209 -0.643 0.276 0.00
C 2.68662 4.17119 -1.83463 0.193 0.548 -0.923 0.02
C 1.94297 4.28160 -0.67213 0.026 0.369 -0.138 -0.01
C 1.26301 3.18239 -0.15475 0.056 -0.010 0.296 0.01
C 1.37170 1.93807 -0.74449 0.072 -0.236 -1.096 -0.08
C 2.01806 1.90254 -2.02236 -0.564 -2.026 0.776 0.00
C 2.67693 2.97105 -2.55350 -0.113 0.359 0.071 0.00
H 3.18554 5.02939 -2.31353 -0.262 -0.294 0.610 0.00
H 1.84460 5.23846 -0.17426 0.110 0.067 -0.022 0.00
H 0.62253 3.27260 0.72268 0.335 0.272 -0.079 0.00
H 2.01243 0.97326 -2.64321 -0.083 0.605 0.740 0.00
H 3.09619 2.83557 -3.54616 0.221 0.426 0.165 0.00


# 3
102
Properties=species:S:1:pos:R:3:forces:R:3:lowdin_spin:R:1 method="wB97M-V/def2-TZVPD" charge=-1 spin_multiplicity=2 lumo_energy_ev="2.10 / 1.08" s_squared=0.7696
Ir -0.66849 -0.56138 0.78855 -0.117 0.300 0.192 0.23
C 4.74872 -1.18340 -3.80884 0.001 0.000 0.003 0.00
C 4.60561 -1.66648 -2.36547 -0.003 -0.050 0.019 0.00
C 5.92835 -2.30671 -1.94444 -0.011 0.007 0.012 0.00
C 3.49791 -2.71190 -2.22282 0.051 0.110 0.014 0.00
N 4.31086 -0.51847 -1.47059 0.068 0.077 0.021 0.00
C 5.11235 -0.11903 -0.41173 -0.050 -0.036 -0.002 0.00
C 4.48283 0.89728 0.20023 -0.046 -0.048 -0.034 0.00
N 3.28489 1.12775 -0.44719 0.110 0.201 -0.038 0.00
B 2.33993 2.23023 0.16334 0.004 -0.183 -0.082 0.00
N 0.97779 2.51663 -0.44194 -0.017 0.223 0.134 0.02
C 0.91367 3.68731 -1.20454 -0.011 0.040 0.022 0.00
C -0.34989 4.04976 -1.38702 -0.012 -0.052 -0.083 0.00
N -1.18414 3.08819 -0.79751 0.017 0.017 -0.004 0.00
C -0.37231 2.09097 -0.15877 0.028 -0.041 -0.141 0.01
S -0.83055 1.66482 1.62616 0.150 -0.224 0.038 0.01
C -2.63052 3.38095 -0.67814 -0.026 0.029 0.019 0.00
C -2.81737 4.60574 0.22706 0.021 -0.020 0.003 0.00
C -3.17269 3.66884 -2.08736 0.000 0.005 0.002 0.00
C -3.47240 2.23316 -0.13090 0.000 -0.017 -0.045 0.00
N 2.26773 1.88999 1.69917 -0.012 0.007 -0.024 0.00
C 2.48340 2.83471 2.65992 0.018 0.033 -0.004 0.00
C 2.37625 2.23481 3.86162 -0.021 0.005 0.015 0.00
N 2.09303 0.90050 3.63125 0.030 -0.022 -0.026 0.00
C 1.99175 0.72395 2.28501 -0.062 -0.012 0.030 0.00
S 1.61499 -0.70735 1.34965 -0.037 0.034 -0.020 0.01
C 1.82921 -0.03255 4.76362 -0.004 -0.005 -0.017 0.00
C 0.37135 0.15437 5.17861 0.011 -0.064 0.031 0.00
C 2.13326 -1.48412 4.39675 -0.008 0.016 0.007 0.00
C 2.75653 0.34814 5.92365 0.016 0.011 -0.001 0.00
C 3.18949 0.28270 -1.50145 0.008 -0.169 0.050 0.00
S 1.93583 0.23183 -2.62771 0.483 -0.128 0.017 0.01
H 4.96362 -2.03856 -4.45329 -0.002 0.006 0.001 0.00
H 5.57466 -0.47233 -3.88708 0.003 0.005 -0.001 0.00
H 3.83444 -0.70250 -4.14653 -0.003 -0.006 -0.008 0.00
H 6.12365 -3.14030 -2.61900 -0.002 0.000 0.002 0.00
H 5.88348 -2.70251 -0.92853 -0.003 0.005 0.006 0.00
H 6.76427 -1.60925 -2.02401 0.006 0.003 -0.003 0.00
H 3.73630 -3.58255 -2.83763 -0.016 -0.001 -0.023 0.00
H 2.53993 -2.30423 -2.53788 0.319 0.020 0.095 0.00
H 3.40853 -3.02716 -1.18124 -0.009 -0.005 0.006 0.00
H 6.05079 -0.58107 -0.17737 0.015 -0.002 -0.014 0.00
H 4.78527 1.47110 1.05838 0.004 0.016 0.002 0.00
H 2.98394 3.25993 0.12953 -0.024 -0.002 -0.002 0.00
H 1.81212 4.15705 -1.56161 0.005 0.011 0.033 0.00
H -0.73742 4.88766 -1.93477 -0.003 0.007 0.021 0.00
H -2.37423 5.50206 -0.21187 0.024 -0.003 0.000 0.00
H -2.34185 4.42121 1.19182 -0.019 -0.009 0.007 0.00
H -3.88063 4.79351 0.39225 -0.002 0.011 -0.015 0.00
H -2.56492 4.38418 -2.63975 -0.028 0.025 0.008 0.00
H -4.18235 4.07718 -2.00689 -0.011 -0.024 0.001 0.00
H -3.21633 2.74534 -2.66740 0.030 0.004 -0.004 0.00
H -3.32193 2.06605 0.93001 0.001 0.006 0.000 0.00
H -3.27585 1.29653 -0.64797 -0.027 0.075 0.018 0.00
H -4.52049 2.49242 -0.30072 0.002 -0.004 0.006 0.00
H 2.69942 3.85521 2.40080 0.003 0.000 0.001 0.00
H 2.47872 2.64214 4.84775 0.015 0.002 -0.004 0.00
H -0.28730 0.00934 4.32641 -0.060 -0.039 -0.078 0.00
H 0.20994 1.16314 5.56305 -0.003 -0.004 -0.010 0.00
H 0.10655 -0.56466 5.95646 0.007 0.010 0.005 0.00
H 1.40040 -1.90790 3.72155 -0.008 0.006 -0.026 0.00
H 2.13960 -2.06899 5.31792 -0.012 -0.003 -0.001 0.00
H 3.11164 -1.57236 3.92214 0.000 0.004 0.014 0.00
H 2.48494 1.29742 6.38388 0.009 0.000 -0.004 0.00
H 3.79524 0.39912 5.59349 0.002 -0.019 0.007 0.00
H 2.67820 -0.41761 6.69447 -0.015 0.004 0.007 0.00
Cl -6.05104 -3.71140 4.46507 0.000 0.001 0.001 0.00
C -5.06163 -2.80011 3.35610 0.003 0.001 0.009 0.00
C -3.68668 -2.83387 3.47525 0.003 0.025 0.005 0.00
C -2.93153 -2.09863 2.58357 -0.032 -0.030 -0.055 0.00
Cl -1.19184 -2.14921 2.73272 0.099 0.206 0.012 0.00
C -3.45937 -1.31963 1.53740 0.019 0.063 0.100 0.00
O -2.76172 -0.62974 0.69708 0.044 -0.291 -0.130 0.02
C -4.87572 -1.32554 1.48334 0.027 -0.027 -0.033 0.00
Cl -5.64508 -0.40521 0.23205 -0.059 0.106 0.076 0.00
C -5.66058 -2.04337 2.36165 -0.006 -0.018 -0.010 0.00
H -3.20775 -3.41971 4.24703 0.000 -0.005 -0.005 0.00
H -6.73677 -2.01174 2.26671 0.001 -0.002 0.000 0.00
N -0.63959 0.67953 -0.67898 0.015 -0.130 0.078 0.46
C -1.14536 0.48026 -1.95675 -0.095 -0.003 -0.020 0.02
C -0.70932 1.27563 -3.02696 -0.230 0.165 -0.021 0.06
C -1.23375 1.07318 -4.28819 -0.027 0.008 0.002 -0.01
C -2.21876 0.11375 -4.50500 0.016 -0.007 -0.004 0.07
C -2.67292 -0.65355 -3.44234 0.021 -0.042 -0.046 -0.01
C -2.13253 -0.48493 -2.17891 0.090 -0.042 -0.026 0.07
H 0.07098 2.00449 -2.87104 -0.148 0.026 -0.015 0.00
H -0.86209 1.66605 -5.11461 -0.004 0.004 -0.001 0.00
H -2.62281 -0.03924 -5.49765 0.006 -0.004 -0.008 0.00
H -3.44083 -1.40237 -3.59753 0.013 0.021 -0.018 0.00
H -2.48874 -1.06774 -1.34358 0.127 0.087 -0.057 0.00
C -4.42006 -3.12577 -1.34841 -0.049 -0.018 -0.025 0.00
S -3.08279 -4.19877 -0.77470 0.057 0.020 0.091 0.00
C -1.88000 -3.81557 -1.98893 0.049 -0.031 -0.093 0.00
C -0.70506 -3.18557 -1.78080 -0.018 0.088 0.012 0.00
S 0.02513 -2.66372 -0.28312 -0.105 -0.175 0.081 0.00
S 0.29083 -2.99343 -3.21129 -0.402 -0.003 -0.089 0.00
C -0.75373 -3.74050 -4.35666 -0.038 0.013 -0.001 0.00
S -0.42601 -3.87947 -5.96708 0.013 -0.015 -0.016 0.00
S -2.19940 -4.33515 -3.62892 -0.015 0.006 0.027 0.00
H -5.21877 -3.19982 -0.61159 0.005 -0.011 -0.025 0.00
H -4.79515 -3.44505 -2.31959 -0.009 -0.015 -0.004 0.00
H -4.07932 -2.09388 -1.39989 -0.146 -0.114 0.055 0.00


# 4
44
Properties=species:S:1:pos:R:3:forces:R:3:lowdin_spin:R:1 method="wB97M-V/def2-TZVPD" spin_multiplicity=3 lumo_energy_ev="-0.70 / -1.78" s_squared=2.0081
C 1.98868 -3.09486 -1.18738 -0.202 0.063 0.414 0.01
C 2.39338 -1.80348 -1.52477 0.027 0.035 0.181 0.00
C 1.90976 -0.67627 -0.83364 0.294 -0.758 -0.244 0.01
C 0.98370 -0.87775 0.20476 -0.955 0.483 0.260 0.02
C 0.41644 -2.14902 0.38032 0.856 -0.602 -0.321 0.01
C 0.98028 -3.27250 -0.23430 -0.164 0.144 -0.296 0.00
C 2.48915 0.66743 -1.17639 0.232 0.516 -0.073 0.00
C 1.98538 1.41693 -2.45489 0.159 0.032 -0.439 0.00
N 0.59162 1.42941 -2.78261 -0.588 -0.121 1.212 0.00
Ti 0.82097 0.22232 2.07083 0.725 1.591 -1.360 1.05
C -0.76980 -2.32561 1.29479 0.007 -0.177 0.566 0.08
P -1.56770 -0.68569 1.59747 -0.076 -1.616 -1.106 0.28
H 3.16753 -1.66348 -2.28355 -0.228 -0.060 0.138 0.00
H 0.61605 -4.26184 0.04451 0.136 0.088 -0.251 0.00
H 2.47704 -3.96454 -1.62243 -0.163 0.195 -0.072 0.00
H -0.47874 -2.75886 2.26658 -0.214 -0.105 -0.216 0.00
H -1.55262 -2.95378 0.83624 0.285 -0.031 0.244 0.02
H 2.37171 1.34435 -0.32312 -0.014 -0.242 -0.129 0.00
H 3.56645 0.52231 -1.36615 -0.213 0.165 0.231 0.00
H 2.25294 2.48057 -2.31617 0.269 -0.551 -0.147 0.00
C -2.85922 -1.08301 2.78717 -0.257 0.222 0.537 0.02
C -2.52447 -0.58775 0.04359 -0.020 0.651 -0.287 0.02
H 2.54108 1.04161 -3.33559 0.081 0.094 0.247 0.00
C -0.04752 0.32327 -3.42505 0.043 -0.015 -0.278 0.00
C -0.13764 2.66382 -2.67794 0.182 0.189 -0.258 0.00
H -0.89051 0.90990 2.35650 -0.265 -0.439 -1.235 0.20
H -0.04961 0.42744 -4.52517 -0.018 -0.114 -0.024 0.00
H 0.45611 -0.62206 -3.17802 -0.211 0.264 -0.010 0.00
H -1.10645 0.26514 -3.11838 0.294 -0.110 0.006 0.00
H -0.14757 3.22135 -3.63812 -0.082 0.005 0.212 0.00
H -1.19227 2.49410 -2.39766 0.352 0.019 0.050 0.00
H 0.34996 3.30141 -1.92202 -0.404 -0.186 -0.232 0.00
H -3.41312 -1.23676 0.13401 0.336 0.313 0.106 0.01
H -2.83405 0.44984 -0.14122 -0.044 -0.312 -0.072 0.00
H -1.92205 -0.93602 -0.80811 0.001 0.236 0.382 0.00
H -3.29541 -2.06012 2.54112 0.093 0.239 0.076 0.01
H -2.43722 -1.10061 3.79941 -0.203 -0.032 -0.152 0.00
H -3.64584 -0.31651 2.74976 0.203 -0.195 0.095 0.00
H -1.02239 1.49927 3.23861 -0.154 1.114 1.724 0.06
O -0.76800 4.29419 4.37851 0.368 -0.346 0.004 0.00
Cl -0.02361 3.08660 4.61667 -1.514 -0.757 0.387 0.00
O 0.17558 2.81080 6.02246 0.038 0.140 -0.720 0.01
O -1.22060 1.82211 4.23536 1.216 0.738 -0.127 0.14
O 1.37261 1.73634 1.67402 -0.209 -0.768 0.978 0.07


# 5
27
Properties=species:S:1:pos:R:3:forces:R:3:lowdin_spin:R:1 method="wB97M-V/def2-TZVPD" spin_multiplicity=3 lumo_energy_ev="-0.18 / -1.14" s_squared=2.0070
Ni -1.80615 -1.16612 -1.84908 -0.555 0.526 0.343 1.63
S -3.46991 0.21419 -2.82746 0.109 -0.183 -0.061 0.09
C -2.27379 1.27990 -2.21336 0.149 0.010 0.137 0.02
N -1.17096 0.73190 -1.74752 0.010 -0.142 -0.227 0.06
C -0.28990 1.64467 -1.20815 0.078 0.240 0.058 0.01
C 0.94637 1.35964 -0.63530 -0.064 -0.076 -0.057 0.00
C 1.70784 2.40406 -0.14841 -0.036 -0.033 -0.020 0.00
C 1.24890 3.71997 -0.23026 0.032 0.067 0.022 0.00
C 0.02271 4.01538 -0.79895 -0.039 0.063 0.006 0.00
C -0.74673 2.96797 -1.28580 0.006 -0.192 0.015 0.00
S -2.32711 3.00378 -2.03307 0.041 -0.084 -0.032 0.01
H 1.28565 0.33206 -0.58999 0.048 0.027 0.036 0.00
H 2.67124 2.20132 0.30004 -0.006 -0.001 0.000 0.00
H 1.86134 4.52259 0.15887 -0.015 -0.002 -0.010 0.00
H -0.32975 5.03698 -0.85476 0.012 -0.009 -0.004 0.00
F 2.66450 -3.48317 2.34486 0.077 -0.022 0.037 0.00
C 1.48903 -3.10463 1.85348 -0.128 0.039 -0.043 0.00
C 1.34733 -2.85059 0.50100 0.016 -0.012 -0.143 0.00
F 2.38489 -2.97518 -0.32697 0.024 -0.019 0.019 0.00
C 0.11353 -2.46337 0.02480 -0.347 0.087 0.366 0.01
F -0.01643 -2.21773 -1.31851 0.346 -0.099 -0.142 0.02
C -1.00988 -2.28720 0.82430 0.360 -0.108 0.046 0.02
S -2.53832 -1.75606 0.18180 -0.207 -0.066 -0.253 0.12
C -0.82951 -2.55371 2.18163 0.085 0.012 -0.232 0.01
F -1.85204 -2.41555 3.01963 -0.057 -0.002 0.091 0.00
C 0.39169 -2.95711 2.68903 0.043 -0.017 -0.030 0.00
F 0.52544 -3.20399 3.98815 0.017 -0.007 0.080 0.00